1.
Molecular formula: C20H12AgF3OSSbSe4
Method: DFT, the ωB97M-V functional and the def2-TZVPD basis

Charge = -2
LUMO energy (spin up / spin down) = 4.4 / 4.4 eV
HOMO energy (spin up / spin down) = -0.3587 / -1.2605 eV
2S+1 = 2

Each line ends with the Löwdin spin population.
Atoms and positions in Å:
Ag  -3.4148  -0.1572  1.7693  0.04
Se  -1.8379  0.7798  3.6751  0.01
Se  -2.7335  -0.6640  5.2863  0.01
Se  -2.7844  -2.7356  4.2455  0.00
Se  -4.3347  -2.4666  2.5187  0.01
F  5.8718  0.7951  1.8847  0.00
C  4.5520  0.8387  1.5349  0.00
C  4.1486  1.7462  0.5791  0.00
C  2.8033  1.7717  0.2274  0.00
C  1.8689  0.9128  0.8030  0.02
C  2.3323  0.0227  1.7719  0.00
C  3.6701  -0.0265  2.1464  0.00
Sb  -0.3008  1.0899  0.3790  0.04
C  0.1443  1.4088  -1.7231  0.01
C  1.1845  0.7651  -2.3930  0.00
C  1.4530  1.0133  -3.7328  0.00
C  0.6596  1.9270  -4.3963  0.00
F  0.9172  2.1823  -5.7119  0.00
C  -0.3832  2.5850  -3.7827  0.00
C  -0.6316  2.3155  -2.4407  0.01
C  -0.5351  -1.0434  0.2086  0.00
C  -0.6284  -1.8474  1.3426  0.00
C  -0.8211  -3.2194  1.2435  0.00
C  -0.9257  -3.7732  -0.0117  0.00
F  -1.1226  -5.1163  -0.1297  0.00
C  -0.8744  -3.0138  -1.1623  0.00
C  -0.6805  -1.6442  -1.0401  0.00
H  4.8736  2.4099  0.1246  0.00
H  2.4854  2.4810  -0.5321  0.00
H  1.6393  -0.6562  2.2553  0.00
H  4.0257  -0.7192  2.8985  0.00
H  1.7981  0.0467  -1.8602  0.00
H  2.2550  0.5112  -4.2589  0.00
H  -0.9926  3.2785  -4.3475  0.00
H  -1.4711  2.8002  -1.9565  0.00
H  -0.6159  -1.4040  2.3334  0.00
H  -0.9479  -3.8274  2.1288  0.00
H  -1.0061  -3.4857  -2.1276  0.00
H  -0.6721  -1.0411  -1.9392  0.00
O  -6.2002  1.4882  3.4240  0.00
C  -5.6029  1.2690  2.4898  0.01
S  -4.0605  1.5164  -1.4093  0.33
C  -3.1048  0.8862  -0.3145  0.50


2.
Molecular formula: C20H12Cl3FN3O5ReSbSe4
Method: DFT, the ωB97M-V functional and the def2-TZVPD basis

Charge = +1
LUMO energy = -5.3 eV
HOMO energy = -11.6075 eV

Each line ends with the Löwdin charge.
Atoms and positions in Å:
Re  0.5628  0.2315  -0.2815  1.30
Cl  -2.0136  0.7107  6.2910  0.77
C  -1.6630  0.3435  4.6545  -0.66
C  -1.0940  1.3193  3.8445  -0.10
C  -0.8374  0.9920  2.5319  -0.53
Cl  -0.1272  2.1665  1.4550  0.84
C  -1.1266  -0.2572  1.9952  -0.40
O  -0.8009  -0.5653  0.7127  -0.34
C  -1.6873  -1.2176  2.8338  -0.57
Cl  -2.0277  -2.7762  2.1989  0.76
C  -1.9545  -0.9197  4.1577  -0.09
H  -0.8555  2.2968  4.2373  0.12
H  -2.3852  -1.6736  4.8007  0.12
N  -2.5005  2.1599  -2.4919  0.14
C  -1.9897  1.4232  -1.5072  -0.18
N  -0.7161  1.1305  -1.7222  -0.09
C  -0.3737  1.7325  -2.9417  -0.24
C  0.8228  1.7496  -3.6535  -0.05
C  0.8208  2.4182  -4.8591  -0.05
C  -0.3281  3.0598  -5.3496  -0.05
C  -1.5134  3.0567  -4.6461  0.01
C  -1.5060  2.3772  -3.4348  -0.21
H  -3.4701  2.4213  -2.5698  0.18
H  -2.5627  1.0880  -0.6573  0.15
H  1.7121  1.2658  -3.2796  0.09
H  1.7289  2.4518  -5.4449  0.12
H  -0.2783  3.5727  -6.3000  0.12
H  -2.3996  3.5502  -5.0205  0.12
F  1.8850  1.3855  -0.8347  -0.38
O  3.6398  -1.0343  0.2796  0.05
C  3.0341  -0.6680  1.2562  -0.53
O  1.7985  -0.1465  1.2187  -0.29
C  3.5845  -0.7018  2.6399  -0.11
C  4.9396  -0.9533  2.8298  0.02
C  5.4687  -0.9771  4.1111  -0.03
C  4.6498  -0.7616  5.2096  0.02
C  3.3049  -0.5196  4.9927  -0.12
C  2.7544  -0.4795  3.7292  0.07
N  2.4175  -0.2821  6.1465  -0.34
O  2.9003  -0.3601  7.2522  0.11
O  1.2540  -0.0093  5.9108  0.05
H  5.5668  -1.1264  1.9657  0.13
H  6.5229  -1.1646  4.2585  0.12
H  5.0349  -0.7770  6.2186  0.13
H  1.7018  -0.2787  3.6063  0.12
Se  0.7520  -1.8373  -3.6923  0.15
Sb  -1.5908  -2.3248  -2.9279  0.05
Se  1.2274  -1.6804  -1.3361  0.38
Se  -3.0401  -0.8917  -4.0587  0.07
Se  -1.7878  -4.0564  -1.3928  0.06


3.
Molecular formula: C20H13ClN3O6SZr
Method: DFT, the ωB97M-V functional and the def2-TZVPD basis

Charge = -1
LUMO energy = 2.4 eV
HOMO energy = -5.2232 eV

Each line ends with the Löwdin charge.
Atoms and positions in Å:
Zr  -0.8111  -0.1719  -0.5716  1.65
N  -3.3079  -3.3538  -1.6398  0.07
C  -2.1126  -2.7111  -1.5318  -0.90
S  -1.7284  -1.4697  -2.7142  0.55
N  -1.3407  -3.1043  -0.5456  0.00
N  -0.2033  -2.3109  -0.5016  -0.20
C  0.8328  -2.7123  0.1214  -0.05
C  2.0999  -1.9636  0.0817  -0.14
C  3.2438  -2.5862  0.5823  -0.05
C  4.4986  -2.0307  0.4126  -0.10
C  4.6166  -0.8344  -0.2938  -0.09
C  3.4981  -0.1926  -0.7952  -0.01
C  2.2313  -0.7281  -0.5770  -0.31
O  1.1542  -0.0792  -1.0132  -0.25
H  -4.0108  -2.8602  -2.1604  0.07
H  -3.6250  -3.8088  -0.7986  0.09
H  0.8127  -3.6749  0.6303  0.13
H  3.1356  -3.5343  1.0986  0.11
H  5.3738  -2.5254  0.8119  0.09
H  5.5944  -0.3938  -0.4483  0.10
H  3.5679  0.7495  -1.3239  0.11
O  -4.2564  0.5183  4.5619  0.14
C  -3.5879  0.1651  3.6334  -0.24
C  -4.1020  -0.3372  2.2673  -0.27
O  -5.2209  -0.7108  2.0173  0.11
C  -2.9103  -0.2985  1.4023  -0.30
C  -1.7799  -0.0128  2.1289  -0.28
O  -0.6179  0.0152  1.4963  -0.18
C  -2.0472  0.2043  3.5459  -0.29
O  -1.2871  0.3505  4.4731  0.11
O  -2.8108  -0.5130  0.1371  -0.18
Cl  3.6078  4.3012  -0.3099  0.61
C  2.0184  3.6425  -0.6492  -0.68
C  1.6664  3.3618  -1.9700  -0.12
C  0.4330  2.8186  -2.2381  -0.06
C  -0.4980  2.5430  -1.2167  -0.38
C  -1.7215  1.7624  -1.4836  -0.23
C  -0.1192  2.8717  0.0839  -0.07
C  1.1368  3.4101  0.3770  -0.10
H  2.3709  3.5602  -2.7675  0.10
H  0.1762  2.5642  -3.2601  0.11
H  -2.0191  1.7515  -2.5273  0.04
H  -2.5544  2.0016  -0.8237  0.06
H  -0.8113  2.6948  0.8994  0.11
H  1.4146  3.6320  1.3986  0.11


4.
Molecular formula: C20H13F5N9O2S3TeTi
Method: DFT, the ωB97M-V functional and the def2-TZVPD basis

Charge = -1
LUMO energy = 0.9 eV
HOMO energy = -4.2605 eV

Each line ends with the Löwdin charge.
Atoms and positions in Å:
Ti  -0.3631  0.2605  -1.0081  0.79
S  -1.3839  -7.4872  -0.0655  0.98
N  -2.4557  -6.2775  -0.0981  -0.22
C  -1.7655  -5.1601  -0.2452  -0.30
C  -2.3224  -3.8224  -0.3063  -0.08
C  -3.6865  -3.5482  -0.1966  0.01
C  -4.1006  -2.2391  -0.2424  -0.01
C  -3.1492  -1.2305  -0.4014  -0.08
N  -1.8549  -1.4865  -0.5263  0.08
C  -1.4378  -2.7575  -0.4750  -0.12
C  0.0103  -2.9774  -0.5842  -0.12
N  0.7704  -1.8850  -0.7436  0.08
C  2.0831  -2.0332  -0.8252  -0.09
C  2.7123  -3.2772  -0.7333  -0.01
C  1.9424  -4.4030  -0.5782  0.01
C  0.5543  -4.2586  -0.5055  -0.08
C  -0.3597  -5.3726  -0.3398  -0.30
N  -0.0178  -6.6470  -0.2634  -0.22
H  -4.3847  -4.3665  -0.0772  0.12
H  -5.1438  -1.9678  -0.1658  0.11
H  -3.4411  -0.1884  -0.4323  0.08
H  2.6538  -1.1283  -0.9756  0.05
H  3.7909  -3.3206  -0.7820  0.11
H  2.3779  -5.3911  -0.5083  0.12
S  1.7408  1.3754  -1.3163  0.64
C  2.4979  1.4493  0.2806  -0.71
C  3.5987  0.5668  0.4651  -0.33
N  4.4481  -0.2055  0.6099  0.14
C  2.0488  2.2183  1.3305  -0.83
S  0.6650  3.1914  1.4112  0.62
C  2.7889  2.0857  2.5726  -0.33
N  3.3372  2.0096  3.5836  0.15
F  -4.5450  1.4779  -1.5804  -0.57
Te  -2.8768  1.9245  -2.5859  1.91
F  -2.9792  3.4570  -1.5379  -0.42
F  -3.8356  2.9923  -3.8787  -0.54
F  -0.4870  -0.3355  -2.7007  -0.41
F  -1.2198  2.6989  -3.2081  -0.53
O  -1.7563  1.2449  -0.8769  -0.65
C  -0.0752  0.5712  5.7989  -0.02
N  -0.3399  0.1925  4.4315  -0.07
C  0.3703  0.7135  3.2784  -0.07
C  -0.3277  -0.0356  2.1726  -0.40
O  -0.0324  0.1476  0.9940  -0.12
N  -1.2818  -0.8574  2.6579  0.20
C  -1.2540  -0.6672  3.9810  -0.41
N  -2.0907  -1.3350  4.8007  0.19
H  0.9617  0.8924  5.8737  0.10
H  -0.2124  -0.2824  6.4639  0.08
H  -0.7136  1.3963  6.1236  0.10
H  1.4383  0.4894  3.3101  0.12
H  0.2435  1.7931  3.1259  0.04
H  -2.8378  -1.8269  4.3412  0.11
H  -2.2690  -0.9844  5.7244  0.10


5.
Molecular formula: C20H13F7N4O4S2
Method: DFT, the ωB97M-V functional and the def2-TZVPD basis

SMILES = O=C(CSc1nc(-c2cccs2)cc(C(F)(F)F)n1)Nc1cc(OCC(F)(F)C(F)F)cc([N+](=O)[O-])c1
LUMO energy = -1.2 eV
HOMO energy = -9.0500 eV

Each line ends with the Löwdin charge.
Atoms and positions in Å:
O  0.2334  4.3897  2.2100  0.07
O  -3.7131  4.5206  -0.9456  0.09
O  -3.6857  3.5227  -2.8352  0.05
F  4.7789  -1.7195  6.1436  0.15
F  2.8906  -2.9245  6.7219  0.14
F  4.3513  -3.4634  4.9737  0.08
F  3.1637  -0.1154  -5.3804  0.13
F  3.3002  0.2780  -3.4493  0.14
F  2.2463  2.9811  -3.9550  0.11
F  1.8578  2.2360  -5.9504  0.15
N  1.2991  -0.0707  2.9975  0.12
N  3.1114  -0.3690  4.3908  0.12
O  0.4885  0.7705  -2.9160  -0.01
S  -0.9393  -1.2188  1.3967  1.08
S  2.7750  2.0801  3.3950  0.95
C  0.4074  3.2002  2.3499  -0.50
C  -2.1944  -2.4457  1.2649  -0.34
C  -2.0162  -3.3937  2.2348  -0.19
C  -0.8166  -3.2035  2.9744  -0.09
C  -0.0984  -2.0285  2.6000  -0.50
C  2.4013  0.3578  3.5623  -0.68
C  1.0039  -1.4012  3.2221  -0.28
C  2.8171  -1.6456  4.7466  -0.08
C  1.6942  -2.1555  4.0969  0.03
C  0.3367  1.7493  -0.8310  0.05
C  -1.4532  2.1800  -2.3272  0.13
C  -1.5270  3.1148  -0.0872  0.10
C  -0.1517  1.5567  -2.0466  -0.30
C  -0.3347  2.4069  0.2033  -0.22
C  -2.0844  3.0174  -1.3465  -0.19
N  0.1565  2.1980  1.4561  0.11
N  -3.2006  3.6818  -1.6886  -0.35
C  1.1337  2.8842  3.7385  -0.32
C  3.7259  -2.4552  5.7500  -0.45
C  3.1749  0.9113  -4.5847  -0.39
C  0.6040  1.2188  -4.3464  0.01
C  1.9491  1.8520  -4.6929  -0.45
H  -2.8549  -2.5277  0.4225  0.07
H  -2.5355  -4.3595  2.2435  0.11
H  -0.6323  -3.8722  3.8226  0.11
H  1.4531  -3.1842  4.3170  0.13
H  1.3068  1.2018  -0.5588  0.17
H  -1.8264  1.9960  -3.3396  0.12
H  -2.1696  3.5185  0.6971  0.14
H  0.1417  1.2468  1.7282  0.05
H  0.4590  2.1610  4.2370  0.08
H  1.2904  3.8446  4.2887  0.09
H  4.0393  1.4317  -4.8535  0.15
H  -0.1732  1.9982  -4.4700  0.13
H  0.2749  0.5061  -5.1220  0.16


6.
Molecular formula: C20H15AlBrIN5
Method: DFT, the ωB97M-V functional and the def2-TZVPD basis

Charge = +3
LUMO energy = -10.9 eV
HOMO energy = -17.2536 eV

Each line ends with the Löwdin charge.
Atoms and positions in Å:
Al  0.1226  0.4770  -0.1791  0.24
N  3.9601  -0.4744  -1.4827  0.19
C  2.9846  0.2211  -0.9781  -0.06
N  1.7077  -0.1853  -1.0023  0.05
C  1.3874  -1.4213  -1.6449  -0.20
N  0.1429  -1.7704  -1.8097  0.16
N  -0.6683  -0.7862  -1.3108  -0.05
C  -1.8343  -0.5015  -1.7515  0.09
C  -2.3388  0.8045  -1.2796  -0.19
C  -3.5792  1.2993  -1.5951  0.07
C  -3.9099  2.5981  -1.1913  0.06
C  -2.9867  3.3498  -0.4861  0.03
C  -1.7544  2.7924  -0.1851  -0.04
N  -1.4251  1.5498  -0.5724  0.03
C  2.4693  -2.2430  -2.1258  -0.08
C  2.2507  -3.5047  -2.6892  0.03
C  3.3240  -4.2299  -3.1644  0.00
C  4.6185  -3.7098  -3.0966  0.01
C  4.8571  -2.4617  -2.5456  0.03
C  3.7764  -1.7450  -2.0637  -0.14
H  4.8995  -0.0906  -1.4459  0.20
H  3.2294  1.1735  -0.5232  0.17
H  -2.3577  -1.1068  -2.4859  0.18
H  -4.2785  0.6939  -2.1572  0.15
H  -4.8802  3.0099  -1.4392  0.15
H  -3.2027  4.3615  -0.1719  0.14
H  -1.0111  3.3500  0.3714  0.15
H  1.2447  -3.8956  -2.7478  0.13
H  3.1625  -5.2071  -3.5977  0.14
H  5.4489  -4.2876  -3.4797  0.14
H  5.8615  -2.0604  -2.4935  0.14
Br  1.1503  0.9320  5.4768  0.84
C  -0.5860  1.0963  4.7950  -0.74
C  -1.6304  1.4908  5.6262  -0.07
C  -2.9177  1.5992  5.1279  -0.01
C  -3.1933  1.3090  3.7971  -0.04
C  -2.1724  0.9147  2.9476  -0.14
C  -0.8939  0.8290  3.4699  -0.60
I  0.7545  0.1973  2.2798  1.36
H  -1.4231  1.7059  6.6659  0.13
H  -3.7164  1.9025  5.7911  0.14
H  -4.2068  1.3750  3.4259  0.13
H  -2.3854  0.6492  1.9215  0.09


Ordered energy above the lowest of the compared OMol25 structures with the same formula, charge and spin results: 0.000, 0.429, 0.390, 0.463, 4.138, 1.083; unit eV.